Here is a molecular structure, C31H27Br2N5OPRhS3 from OMol25. Energies are from the ωB97M-V functional and the def2-TZVPD basis.

Output
Total charge: 0
Molecular weight: 875.48 Da
Electronic energy: -226973.5019 eV
2S+1: 1
Energy relative to the best compared isomer or geometry (same formula, charge and spin): 39.3 kcal/mol

Last column: Mulliken charge in e.
Cartesian coordinates (Å):
Rh (-0.25408, -1.28869, -0.23593)  -0.018
C (3.38646, 2.88087, -2.56281)  -0.370
C (3.07685, 1.60031, -3.31803)  -0.647
N (1.70274, 1.13556, -3.14014)  -0.065
C (1.27659, 0.46698, -2.07333)  0.474
S (-0.38381, -0.14193, -2.16719)  -0.468
N (2.12576, 0.23442, -1.09371)  -0.952
N (1.59641, -0.55405, -0.13001)  0.597
C (2.30120, -0.89813, 0.89775)  0.768
C (3.69386, -0.42818, 1.13058)  -1.570
C (1.62597, -1.80283, 1.85292)  0.988
C (2.20426, -2.21263, 3.04240)  -0.583
C (1.49923, -3.07505, 3.87129)  -0.482
C (0.24226, -3.51362, 3.49514)  -0.810
C (-0.28198, -3.06541, 2.29269)  -0.289
N (0.39454, -2.23850, 1.50559)  0.118
H (4.42942, 3.16127, -2.72488)  0.447
H (3.21128, 2.73807, -1.49843)  -0.154
H (2.74748, 3.69894, -2.89248)  0.188
H (3.73513, 0.79524, -2.99076)  0.275
H (3.22285, 1.73099, -4.39055)  0.436
H (1.00388, 1.41424, -3.80831)  0.253
H (4.02478, 0.17310, 0.28991)  0.366
H (4.36989, -1.27449, 1.26566)  0.422
H (3.73264, 0.19073, 2.03034)  0.202
H (3.18628, -1.85656, 3.31727)  0.404
H (1.93428, -3.39981, 4.80690)  0.427
H (-0.33290, -4.18473, 4.11596)  0.427
H (-1.26091, -3.36037, 1.93397)  0.475
Br (-4.87833, -3.44968, -0.20619)  -0.138
C (-4.24476, -1.87670, 0.61289)  -0.334
C (-5.11161, -1.10350, 1.39967)  -0.342
C (-4.67268, 0.03100, 2.02568)  -0.169
Br (-5.88231, 1.02611, 3.08524)  -0.210
C (-3.32926, 0.45203, 1.89731)  0.720
C (-2.74522, 1.58929, 2.51056)  -0.960
C (-1.42475, 1.86548, 2.33080)  -1.045
C (-0.63816, 1.03292, 1.51483)  -0.120
N (-1.16671, -0.01368, 0.92553)  0.612
C (-2.49549, -0.33692, 1.09242)  -0.160
C (-2.92415, -1.51477, 0.42819)  1.100
O (-2.05024, -2.19350, -0.27935)  -0.824
H (-6.13915, -1.41998, 1.51063)  0.428
H (-3.35892, 2.24333, 3.11481)  0.353
H (-0.97785, 2.76064, 2.74489)  0.292
H (0.40614, 1.24408, 1.33823)  0.744
S (-0.35629, 5.56494, 2.29707)  -0.491
P (0.94101, 4.76684, 1.03531)  1.181
S (0.32406, 3.50375, -0.39031)  -0.461
C (1.92273, 6.10451, 0.26447)  -0.264
C (2.10240, 6.17949, -1.10920)  -0.109
C (2.86982, 7.19951, -1.66023)  -0.589
C (3.46465, 8.14293, -0.83754)  -0.406
C (3.28145, 8.07525, 0.53929)  -0.663
C (2.50925, 7.06484, 1.08715)  -0.408
C (2.25036, 3.89711, 2.00390)  -0.109
C (3.51802, 3.70050, 1.45504)  -0.063
C (4.51114, 3.05936, 2.17881)  -0.712
C (4.25105, 2.60507, 3.46713)  -0.584
C (2.99175, 2.78994, 4.01865)  -0.730
C (1.99856, 3.43768, 3.29108)  -0.201
H (1.62568, 5.43687, -1.73707)  0.326
H (2.99965, 7.25678, -2.73390)  0.387
H (4.06429, 8.93646, -1.26575)  0.369
H (3.73589, 8.81691, 1.18413)  0.385
H (2.34304, 7.02030, 2.15710)  0.349
H (3.72974, 4.07528, 0.46077)  0.307
H (5.49643, 2.93197, 1.74764)  0.424
H (5.03303, 2.12391, 4.04182)  0.419
H (2.78753, 2.45807, 5.03006)  0.444
H (1.03377, 3.64752, 3.73861)  0.393